Record 1
{
  "formula": "C5H8O",
  "method": "ωB97M-V/def2-TZVPD",
  "multiplicity": 1,
  "e_above_lowest_ev": 3.508,
  "molar_mass_g_mol": 84.118,
  "e_tot_ha": -270.42899,
  "homo_energy_ev": -9.2,
  "elements": ["C", "C", "C", "C", "C", "H", "H", "H", "H", "H", "H", "H", "H", "O"],
  "coordinates": [[-1.06, 0.69, 0.06], [-1.12, -0.79, -0.04], [0.39, -1.00, 0.00], [0.78, 0.04, 1.06], [0.40, 1.04, -0.14], [-1.50, 1.26, 0.89], [-1.51, 1.22, -0.81], [-1.51, -1.10, 0.95], [-1.69, -0.97, -0.82], [1.09, -1.91, -0.34], [1.80, 0.11, 1.17], [0.23, -0.12, 1.97], [0.69, 2.07, -0.35], [0.76, -0.05, -1.03]],
  "nbo_charge": [-0.425, -0.437, 0.076, -0.431, 0.092, 0.208, 0.198, 0.198, 0.223, 0.225, 0.210, 0.197, 0.209, -0.542]
}

---

Record 2
{
  "formula": "C5H8O",
  "method": "ωB97M-V/def2-TZVPD",
  "multiplicity": 1,
  "e_above_lowest_ev": 1.190,
  "molar_mass_g_mol": 84.118,
  "e_tot_ha": -270.51418,
  "homo_energy_ev": -9.6,
  "smiles": "C=C[C@H](C)C=O",
  "elements": ["C", "C", "C", "C", "C", "O", "H", "H", "H", "H", "H", "H", "H", "H"],
  "coordinates": [[-1.43, 0.21, 0.39], [-0.29, -0.53, -0.31], [0.83, 0.35, -0.84], [1.19, 1.52, -0.34], [0.34, -1.59, 0.58], [1.39, -2.14, 0.35], [-1.07, 0.86, 1.19], [-1.98, 0.83, -0.32], [-2.13, -0.51, 0.83], [-0.72, -1.09, -1.16], [1.42, -0.09, -1.64], [0.66, 2.00, 0.49], [2.05, 2.05, -0.72], [-0.25, -1.86, 1.49]],
  "nbo_charge": [-0.607, -0.382, -0.157, -0.398, 0.460, -0.511, 0.209, 0.224, 0.213, 0.235, 0.213, 0.190, 0.206, 0.106]
}

---

Record 3
{
  "formula": "C5H8O",
  "method": "ωB97M-V/def2-TZVPD",
  "multiplicity": 1,
  "e_above_lowest_ev": 5.140,
  "molar_mass_g_mol": 84.118,
  "e_tot_ha": -270.36900,
  "homo_energy_ev": -8.6,
  "elements": ["C", "C", "C", "C", "C", "O", "H", "H", "H", "H", "H", "H", "H", "H"],
  "coordinates": [[0.84, 2.24, 0.07], [1.35, 1.37, -0.81], [-0.02, -1.03, -0.88], [-0.11, -1.61, 0.50], [-1.55, -1.13, 0.51], [-1.36, -0.86, -0.91], [0.01, 2.89, -0.19], [1.25, 2.34, 1.07], [2.17, 0.71, -0.56], [0.94, 1.27, -1.81], [0.60, -1.61, 1.33], [-0.01, -2.56, -0.08], [-2.35, -1.84, 0.72], [-1.76, -0.18, 1.02]],
  "nbo_charge": [-0.420, -0.373, 0.271, -0.587, -0.084, -0.489, 0.193, 0.190, 0.197, 0.211, 0.239, 0.261, 0.189, 0.202]
}

---

Record 4
{
  "formula": "C5H8O",
  "method": "ωB97M-V/def2-TZVPD",
  "multiplicity": 1,
  "e_above_lowest_ev": 1.257,
  "molar_mass_g_mol": 84.118,
  "e_tot_ha": -270.51168,
  "homo_energy_ev": -8.1,
  "smiles": "CC1=CCCO1",
  "elements": ["C", "C", "C", "C", "C", "O", "H", "H", "H", "H", "H", "H", "H", "H"],
  "coordinates": [[-2.05, 0.10, 0.59], [-0.62, 0.04, 0.18], [-0.05, 0.45, -0.96], [1.30, -0.08, -0.91], [1.52, -0.41, 0.56], [0.23, -0.46, 1.12], [-2.41, -0.90, 0.87], [-2.18, 0.74, 1.46], [-2.66, 0.48, -0.22], [1.94, 0.90, -1.15], [-0.56, 0.85, -1.82], [1.48, -0.91, -1.59], [2.09, 0.36, 1.07], [2.01, -1.37, 0.75]],
  "nbo_charge": [-0.654, 0.339, -0.344, -0.445, -0.067, -0.500, 0.226, 0.224, 0.221, 0.203, 0.224, 0.211, 0.175, 0.187]
}